Record 1
Density functional theory data (wB97M-V/def2-TZVPD) for a molecular structure, C38H37AuBFN5P2S2 in a non-equilibrium geometry.

- net charge = +1
- orbital gap (alpha / beta) (eV) = 5.47 / 5.47
- DFT total energy (eV) = -94788.3981
- E_LUMO (alpha / beta) (eV) = -4.20 / -4.20
- HOMO (alpha / beta) (eV) = -9.67 / -9.67
- energy above the lowest of the compared OMol25 structures with the same formula, charge and spin (kJ/mol) = 159.5
- max |F| (eV/Å) = 1.355

The geometry in XYZ format:
```
87
Properties=species:S:1:pos:R:3:mulliken_charge:R:1
Au -0.694 -0.535 0.125 1.036
C 3.769 0.301 1.134 -0.991
N 3.016 0.796 2.264 0.208
C 3.085 0.337 3.563 -0.468
C 2.231 1.098 4.290 -0.528
N 1.636 1.999 3.447 -0.252
B 0.614 3.098 3.813 0.178
N -0.848 2.665 3.376 0.470
C -1.883 3.546 3.551 -0.661
C -3.012 2.999 3.048 -0.462
N -2.673 1.758 2.574 0.345
C -3.600 0.810 1.993 -0.612
C -1.341 1.570 2.777 -0.227
S -0.516 0.079 2.478 -0.255
C 2.116 1.806 2.209 0.145
S 1.663 2.689 0.830 -0.268
H 4.704 -0.130 1.485 0.415
H 3.980 1.129 0.460 0.396
H 3.204 -0.459 0.589 0.216
H 3.735 -0.471 3.851 0.492
H 2.004 1.068 5.341 0.504
H 0.622 3.256 5.001 -0.162
H 0.877 4.088 3.195 -0.037
H -1.724 4.498 4.027 0.507
H -4.020 3.372 2.996 0.499
H -4.506 1.336 1.705 0.336
H -3.849 0.023 2.704 0.316
H -3.160 0.343 1.115 0.102
N 0.643 0.012 -2.483 -0.054
P -0.175 -1.378 -2.067 -0.331
C 1.070 -2.683 -1.829 1.199
C 1.325 -3.185 -0.556 -0.546
C 2.341 -4.111 -0.365 -0.890
C 3.102 -4.533 -1.445 -0.499
C 2.858 -4.025 -2.715 -0.887
C 1.843 -3.105 -2.912 -0.302
C -1.043 -1.808 -3.587 -0.018
C -1.574 -0.787 -4.376 -0.657
C -2.273 -1.108 -5.527 -0.675
C -2.471 -2.437 -5.877 -0.538
C -1.975 -3.454 -5.071 -0.788
C -1.273 -3.145 -3.919 -0.275
P 0.997 1.124 -1.179 1.148
C -0.197 2.438 -1.625 0.676
C -1.196 2.813 -0.733 -0.340
C -2.119 3.787 -1.084 -0.573
C -2.047 4.393 -2.329 -0.716
C -1.069 4.004 -3.235 -0.808
C -0.150 3.027 -2.888 -0.623
C 2.594 1.646 -1.915 0.182
C 3.448 0.691 -2.464 -0.042
C 4.630 1.080 -3.080 -0.645
C 4.970 2.421 -3.146 -0.637
C 4.136 3.374 -2.577 -0.763
C 2.959 2.992 -1.957 -0.718
H 1.144 0.061 -3.365 0.501
H 0.716 -2.859 0.280 0.282
H 2.535 -4.507 0.623 0.470
H 3.884 -5.266 -1.298 0.421
H 3.459 -4.352 -3.554 0.435
H 1.650 -2.714 -3.904 0.517
H -1.429 0.248 -4.088 0.451
H -2.666 -0.318 -6.153 0.461
H -3.020 -2.681 -6.777 0.406
H -2.135 -4.489 -5.342 0.430
H -0.892 -3.932 -3.281 0.530
H -1.231 2.360 0.252 0.117
H -2.888 4.084 -0.383 0.502
H -2.746 5.175 -2.596 0.405
H -1.015 4.466 -4.212 0.447
H 0.614 2.731 -3.596 0.467
H 3.201 -0.364 -2.403 0.347
H 5.280 0.331 -3.514 0.465
H 5.886 2.724 -3.637 0.402
H 4.398 4.423 -2.616 0.437
H 2.317 3.740 -1.517 0.403
F -4.285 -5.530 1.212 -0.335
C -3.574 -4.418 0.987 0.200
C -3.027 -3.748 2.064 -0.644
C -2.258 -2.614 1.832 -0.320
C -2.062 -2.164 0.536 0.103
C -2.651 -2.835 -0.529 -0.271
C -3.414 -3.975 -0.310 -0.702
H -3.201 -4.112 3.068 0.475
H -1.808 -2.106 2.674 0.472
H -2.555 -2.470 -1.540 0.505
H -3.878 -4.506 -1.130 0.502
```


Record 2
Density functional theory data (wB97M-V/def2-TZVPD) for 2 unconnected molecules or ions with the total composition C3H7N2 in a non-equilibrium geometry.

- net charge = +1
- orbital gap (eV) = 10.84
- DFT total energy (eV) = -6196.1113
- E_LUMO (eV) = -4.30
- HOMO (eV) = -15.15
- energy above the lowest of the compared OMol25 structures with the same formula, charge and spin (kJ/mol) = 135.1
- max |F| (eV/Å) = 4.120

The geometry in XYZ format:
```
12
Properties=species:S:1:pos:R:3:mulliken_charge:R:1
C 0.536 -1.083 -0.611 0.610
C -1.081 -0.058 -1.970 -0.602
C 0.122 -0.593 -1.820 -0.376
N 0.678 -1.236 0.510 -0.434
N 0.416 0.683 2.141 -0.611
H -1.356 0.298 -2.887 0.288
H -1.887 0.111 -1.253 0.254
H 0.729 -0.648 -2.630 0.380
H 0.817 -0.363 1.589 0.521
H 0.258 0.673 3.131 0.327
H -0.367 0.820 1.584 0.309
H 1.136 1.396 2.217 0.333
```


Record 3
Density functional theory data (wB97M-V/def2-TZVPD) for a molecular structure, C2H31O14V in a non-equilibrium geometry.

- net charge = +1
- orbital gap (alpha / beta) (eV) = 8.29 / 8.34
- DFT total energy (eV) = -56923.8621
- E_LUMO (alpha / beta) (eV) = -4.63 / -4.66
- HOMO (alpha / beta) (eV) = -12.91 / -12.99
- 2S+1 = 4
- energy above the lowest of the compared OMol25 structures with the same formula, charge and spin (kJ/mol) = 96.0
- ⟨S²⟩ = 3.76
- max |F| (eV/Å) = 3.977

The geometry in XYZ format:
```
48
Properties=species:S:1:pos:R:3:lowdin_spin:R:1
V 10.271 -22.572 -14.888 2.932
C 8.725 -25.321 -13.945 0.004
C 8.172 -24.157 -13.100 0.003
O 9.008 -23.049 -13.279 0.000
H 9.782 -25.528 -13.626 0.000
H 8.854 -25.104 -14.956 0.002
H 8.196 -26.264 -13.757 0.000
H 8.224 -24.284 -12.042 -0.001
H 7.157 -23.783 -13.283 0.000
O 6.866 -22.050 -10.181 0.000
H 6.624 -22.978 -10.344 0.000
H 7.268 -22.072 -9.301 0.000
O 11.980 -24.804 -12.062 0.000
H 11.515 -24.108 -11.595 0.000
H 12.742 -24.965 -11.528 0.000
O 4.995 -23.283 -12.515 0.000
H 5.757 -22.795 -12.777 0.000
H 4.236 -23.015 -13.043 0.000
O 6.657 -24.764 -16.698 0.000
H 6.222 -25.032 -15.899 0.000
H 5.971 -24.863 -17.348 0.000
O 5.227 -27.578 -12.650 0.000
H 4.953 -27.066 -13.408 0.000
H 6.033 -27.155 -12.385 0.000
O 7.579 -26.739 -10.792 0.000
H 7.346 -27.261 -10.014 0.000
H 8.475 -26.955 -10.999 0.000
O 10.195 -23.077 -10.948 0.000
H 9.752 -23.293 -11.750 0.000
H 9.806 -23.636 -10.296 0.000
O 7.123 -21.187 -12.707 0.000
H 6.891 -21.372 -11.799 0.000
H 7.751 -21.919 -12.875 0.000
O 5.143 -25.166 -14.609 0.000
H 4.253 -25.418 -14.725 0.000
H 5.111 -24.405 -13.995 0.000
O 6.159 -24.645 -10.129 0.000
H 6.818 -25.314 -10.379 0.000
H 5.410 -24.874 -10.628 0.000
O 11.757 -24.211 -14.894 0.023
H 12.646 -23.808 -14.959 0.003
H 11.755 -24.602 -14.037 0.001
O 10.401 -26.498 -10.606 0.000
H 10.857 -25.926 -11.156 0.000
H 9.945 -25.895 -10.017 0.000
O 8.884 -22.961 -16.558 0.027
H 8.619 -22.315 -17.208 0.002
H 8.261 -23.660 -16.794 0.001
```


Record 4
Density functional theory data (wB97M-V/def2-TZVPD) for 3 unconnected molecules or ions with the total composition C2H7O4 in a non-equilibrium geometry.

- net charge = -1
- orbital gap (eV) = 7.57
- DFT total energy (eV) = -10379.1551
- E_LUMO (eV) = 2.91
- HOMO (eV) = -4.66
- energy above the lowest of the compared OMol25 structures with the same formula, charge and spin (kJ/mol) = 87.4
- max |F| (eV/Å) = 2.573

The geometry in XYZ format:
```
13
Properties=species:S:1:pos:R:3:mulliken_charge:R:1
O -1.664 -0.775 -1.582 -0.741
C -0.785 -1.570 -1.185 0.743
O 0.175 -1.411 -0.381 -0.764
C -1.002 -3.066 -1.585 -0.948
H -0.296 -3.382 -2.403 0.180
H -0.715 -3.842 -0.848 0.275
H -2.026 -3.265 -1.882 0.283
H 1.299 4.266 5.518 0.319
H 2.129 4.388 4.261 0.331
O 2.115 4.637 5.182 -0.650
H 0.746 0.480 -0.681 0.384
H -0.109 0.413 -1.670 0.317
O 0.594 1.062 -1.461 -0.729
```


Record 5
Density functional theory data (wB97M-V/def2-TZVPD) for 6 unconnected molecules or ions with the total composition C2H16O6 in a non-equilibrium geometry.

- net charge = 0
- orbital gap (eV) = 10.52
- DFT total energy (eV) = -14618.2898
- E_LUMO (eV) = 0.22
- structure (SMILES) = CCO.O.O.O.O.O
- HOMO (eV) = -10.30
- energy above the lowest of the compared OMol25 structures with the same formula, charge and spin (kJ/mol) = 86.4
- max |F| (eV/Å) = 2.174

The geometry in XYZ format:
```
24
Properties=species:S:1:pos:R:3:mulliken_charge:R:1
C -2.149 0.619 0.157 0.331
O -3.005 1.762 0.030 -0.550
C -2.016 -0.095 -1.171 -1.003
H -1.224 1.086 0.511 -0.222
H -2.518 -0.008 0.964 0.298
H -2.689 2.377 -0.639 0.299
H -1.860 0.568 -2.018 0.299
H -1.341 -0.953 -1.159 0.275
H -2.986 -0.577 -1.321 0.297
H 1.201 0.412 1.987 0.422
H 2.242 1.442 2.518 0.326
O 1.388 1.042 2.712 -0.653
H 0.904 -3.286 -0.615 0.320
H 2.027 -3.381 0.443 0.340
O 1.135 -3.681 0.236 -0.681
H 0.719 -0.734 -0.061 0.237
H 0.658 -1.737 1.088 0.366
O 1.061 -0.898 0.822 -0.706
H 0.451 2.352 1.015 0.325
H 0.772 3.514 0.105 0.292
O 0.963 2.569 0.223 -0.615
H 2.834 -0.843 -1.631 0.319
H 1.473 -0.407 -2.289 0.315
O 1.960 -1.145 -1.905 -0.628
```